Density functional theory data (ωB97M-V/def2-TZVPD) for a molecular structure, C40H40NOPbSi at a distorted geometry.

Structure (XYZ):
```
84
Properties=species:S:1:pos:R:3:forces:R:3:mulliken_charge:R:1
C 2.159 0.156 1.530 -0.326 0.291 0.085 -0.037
C 2.490 -0.444 0.290 0.070 0.311 -0.291 -1.144
C 2.384 0.529 -0.731 0.306 0.033 0.388 -0.061
H 2.866 -1.465 0.166 -0.329 0.464 -0.004 0.479
C 1.984 1.763 -0.131 -0.346 -0.227 0.085 -0.851
C 1.864 1.532 1.294 -0.414 -0.334 -0.186 -0.942
H 1.921 2.737 -0.627 0.119 -0.422 0.209 0.672
C -1.316 -1.827 1.479 -2.167 1.082 -0.426 -0.197
C -0.228 -2.439 0.823 1.131 -0.918 -2.027 -0.940
C -0.453 -2.392 -0.567 1.160 -0.655 1.232 -0.803
H 0.626 -2.909 1.313 -0.332 0.168 -0.220 0.450
C -1.654 -1.679 -0.802 -0.656 -0.295 0.183 0.384
C -2.206 -1.353 0.476 0.256 0.127 1.148 -0.994
H 2.688 0.407 -1.776 -0.404 -0.006 0.421 0.406
H 1.670 2.291 2.056 0.134 -0.253 -0.292 0.690
H 2.166 -0.325 2.517 0.009 0.262 -0.569 0.496
H -3.209 -0.972 0.644 0.275 0.061 0.065 0.560
H 0.112 -2.928 -1.327 0.096 0.480 0.293 0.503
H -1.522 -1.821 2.547 0.065 0.032 -0.322 0.796
Pb -0.582 1.001 0.272 1.397 -0.048 0.437 1.195
C -2.382 -1.528 -2.118 0.098 0.347 -0.239 2.333
C -3.791 -2.132 -1.955 -0.178 -0.037 0.059 -1.770
C -1.644 -2.255 -3.253 0.018 0.039 0.101 -2.244
H -3.732 -3.151 -1.548 0.013 0.297 -0.118 0.389
H -4.304 -2.181 -2.923 0.142 0.027 0.138 0.489
H -4.411 -1.528 -1.279 0.137 -0.165 -0.109 0.354
H -1.644 -3.339 -3.073 0.023 0.268 -0.070 0.511
H -0.604 -1.916 -3.331 -0.143 -0.051 -0.044 0.376
H -2.146 -2.068 -4.209 0.072 -0.059 0.152 0.381
C -2.564 -0.014 -2.503 -0.546 -0.565 -0.317 -1.305
C -1.304 0.719 -2.871 1.515 0.285 1.391 0.137
H -3.060 0.514 -1.666 0.342 -0.077 -0.245 0.167
H -3.275 0.043 -3.345 0.213 -0.113 0.246 0.569
O -0.322 0.795 -2.063 -1.380 -0.297 -1.588 -0.218
N -1.213 1.388 -4.017 -0.823 1.052 0.259 0.005
C -0.235 2.514 -4.121 -0.553 -0.350 -0.603 -1.137
H -2.064 1.454 -4.572 0.436 -0.067 0.129 0.309
C 1.129 1.988 -4.433 0.602 0.023 -0.072 0.811
C 2.251 2.642 -3.922 -0.209 -0.408 -0.099 -0.287
H 2.098 3.519 -3.295 0.173 -0.104 -0.060 0.396
C 3.524 2.148 -4.186 -0.001 -0.122 -0.255 -0.706
H 4.395 2.659 -3.770 -0.230 -0.241 -0.186 0.375
C 3.671 1.006 -4.986 -0.061 0.023 0.024 -0.421
H 4.672 0.628 -5.212 -0.351 0.094 0.130 0.385
C 2.546 0.353 -5.508 0.097 0.353 0.145 -0.733
H 2.650 -0.542 -6.122 0.062 0.272 0.148 0.408
C 1.274 0.860 -5.243 0.279 0.069 0.267 -0.201
H 0.382 0.370 -5.627 0.254 0.002 -0.006 0.418
H -0.228 3.156 -3.226 -0.129 -0.532 -0.085 0.262
H -0.610 3.135 -4.941 0.079 -0.070 0.033 0.490
C -1.716 5.857 3.738 0.039 -0.240 -0.070 -0.600
C -1.298 5.454 2.466 -0.031 -0.016 -0.144 -0.706
C -1.188 4.096 2.153 -0.143 0.037 0.900 -0.399
C -1.480 3.136 3.142 -0.076 0.486 -0.594 0.891
C -1.941 3.543 4.406 0.126 0.450 -0.232 0.028
C -2.042 4.902 4.706 0.000 -0.165 -0.142 -0.738
Si -1.254 1.303 3.022 0.001 -0.261 1.124 -1.615
C 0.113 0.819 4.193 0.409 -0.180 0.060 1.280
C 0.357 -0.516 4.584 0.309 0.465 0.358 0.087
C 1.353 -0.801 5.526 -0.208 -0.025 -0.248 -0.692
C 2.129 0.228 6.071 -0.145 0.126 -0.239 -0.726
C 1.925 1.547 5.660 -0.101 -0.067 -0.161 -0.799
C 0.934 1.837 4.719 -0.096 -0.307 0.156 -0.302
C -2.872 0.522 3.494 -0.260 -0.178 -0.162 0.813
C -2.965 -0.191 4.701 -0.460 -0.039 -0.273 0.238
C -4.198 -0.708 5.112 0.086 0.056 -0.060 -0.682
C -5.340 -0.516 4.333 0.203 0.006 -0.019 -0.569
C -5.258 0.195 3.131 0.296 0.134 -0.156 -0.637
C -4.030 0.716 2.711 -0.084 -0.329 0.580 -0.694
H -1.796 6.918 3.976 0.043 -0.279 -0.089 0.389
H -1.049 6.199 1.708 -0.114 -0.171 0.268 0.412
H -0.863 3.791 1.153 0.014 0.148 0.261 0.095
H -2.206 2.796 5.159 0.106 0.254 -0.183 0.356
H -2.373 5.201 5.700 0.052 0.037 -0.253 0.417
H -0.245 -1.326 4.170 0.224 0.166 0.146 0.193
H 1.521 -1.837 5.827 -0.025 0.354 -0.050 0.429
H 2.902 0.003 6.802 -0.173 0.008 -0.140 0.393
H 2.531 2.363 6.061 -0.162 -0.343 -0.084 0.420
H 0.771 2.873 4.414 0.092 -0.275 0.111 0.364
H -2.080 -0.327 5.320 -0.273 -0.007 -0.089 0.434
H -4.249 -1.265 6.048 -0.091 0.164 -0.235 0.421
H -6.298 -0.919 4.661 0.244 0.093 -0.084 0.395
H -6.145 0.347 2.513 0.226 -0.050 0.259 0.419
H -3.975 1.293 1.787 -0.027 -0.098 0.152 0.479
```
Forces are in eV/Å.

The orbital gap (alpha / beta) comes out at 5.5 / 4.5 eV. The value obtained for the LUMO energy (alpha / beta) is -4.46 / -5.02 eV. As for the energy above the lowest of the compared OMol25 structures with the same formula, charge and spin: 0.000 eV. The value obtained for the electronic energy is -2160.25781 Ha. As for the total charge: +1.

Density functional theory data (ωB97M-V/def2-TZVPD) for a molecular structure, C40H41Br2I2N5O4SSn at a distorted geometry.

Structure (XYZ):
```
96
Properties=species:S:1:pos:R:3:forces:R:3:mulliken_charge:R:1
Sn 0.029 0.196 -1.187 0.667 0.500 -1.066 2.005
I 2.385 7.118 -4.815 -0.184 -0.372 0.084 0.012
C 1.675 5.254 -4.101 0.218 0.640 -0.176 -0.441
C 0.640 4.603 -4.748 0.042 0.128 -0.095 -0.289
C 0.224 3.389 -4.251 -0.579 -0.358 -0.099 -0.172
I -1.430 2.380 -5.078 0.266 0.199 -0.025 0.014
C 0.809 2.773 -3.132 0.043 0.419 -0.094 0.082
O 0.437 1.589 -2.783 -0.104 -1.325 0.615 -0.710
C 1.798 3.518 -2.453 -0.035 -0.169 0.087 0.218
C 2.291 2.998 -1.138 0.162 -0.078 -0.170 -1.142
N 1.152 2.715 -0.272 0.188 -0.231 0.459 0.857
C 0.342 3.874 0.050 0.048 0.038 -0.004 -1.433
C -1.139 3.617 -0.104 -0.128 0.280 0.108 0.565
C -2.062 4.610 0.229 -0.085 -0.099 -0.006 -0.970
C -3.405 4.390 -0.012 0.131 -0.127 -0.056 -0.575
C -3.788 3.196 -0.608 0.037 -0.047 -0.007 -0.788
C -2.804 2.266 -0.882 -0.330 0.013 -0.020 -0.815
N -1.523 2.458 -0.612 0.328 -0.106 -0.150 0.655
C 2.228 4.734 -2.947 0.059 0.010 -0.077 -0.288
H 0.165 5.031 -5.616 -0.030 0.037 -0.071 0.399
H 2.828 2.052 -1.287 0.026 0.076 0.082 0.402
H 2.983 3.723 -0.680 0.022 -0.105 -0.152 0.366
H 1.477 2.250 0.567 -0.154 0.058 -0.064 -0.402
H 0.539 4.251 1.065 -0.007 0.010 -0.129 0.405
H 0.593 4.682 -0.651 -0.046 -0.056 0.197 0.534
H -1.732 5.544 0.659 0.116 0.086 0.048 0.531
H -4.142 5.136 0.242 -0.036 0.095 0.003 0.419
H -4.817 3.000 -0.857 -0.126 -0.056 -0.022 0.498
H -3.026 1.319 -1.356 -0.203 -0.082 -0.012 0.638
H 3.005 5.275 -2.427 0.036 0.056 0.079 0.413
C 1.357 -2.404 1.873 -0.068 -0.022 -0.030 -0.297
C 2.086 -2.777 0.621 0.043 0.030 -0.073 0.274
C 3.173 -3.670 0.665 0.108 -0.174 -0.192 -1.052
C 3.749 -4.094 -0.501 -0.098 0.065 0.175 -1.054
C 3.255 -3.617 -1.730 -0.171 0.246 0.031 0.581
C 3.729 -4.008 -2.994 0.207 -0.199 -0.397 0.111
Br 5.175 -5.248 -3.125 -0.109 0.033 -0.032 -0.262
C 3.186 -3.505 -4.148 0.286 -0.228 0.329 -0.434
C 2.171 -2.557 -4.080 -0.453 0.412 0.090 0.065
Br 1.487 -1.827 -5.685 0.033 -0.069 0.107 -0.171
C 1.645 -2.091 -2.870 0.401 -0.363 -0.293 -0.311
O 0.712 -1.221 -2.810 -0.664 1.140 0.577 -0.382
C 2.202 -2.662 -1.671 0.364 -0.388 -0.323 -0.147
N 1.649 -2.268 -0.510 -0.181 0.090 0.455 0.757
H 1.858 -2.788 2.758 0.040 -0.003 0.095 0.458
H 0.348 -2.813 1.837 -0.094 -0.024 0.037 0.306
H 1.281 -1.325 1.930 -0.067 0.069 0.067 -0.694
H 3.529 -4.030 1.620 -0.001 -0.052 0.073 0.517
H 4.563 -4.805 -0.495 0.041 0.014 0.017 0.324
H 3.540 -3.829 -5.116 0.073 0.004 -0.001 0.431
N -4.851 -1.834 4.196 -0.144 -0.111 0.280 -0.500
C -4.008 -1.405 3.217 0.293 0.268 -0.375 0.842
C -2.655 -1.151 3.474 -0.145 -0.080 0.076 -1.140
C -1.855 -0.675 2.457 -0.085 -0.060 0.019 -0.654
N -2.276 -0.449 1.218 0.092 0.216 -0.224 0.543
C -3.564 -0.672 0.979 -0.036 -0.068 0.159 -0.339
C -4.460 -1.137 1.919 -0.016 -0.066 0.158 -0.847
H -4.454 -2.177 5.055 -0.130 -0.011 -0.124 0.208
H -5.755 -2.191 3.936 0.076 -0.016 0.074 0.209
H -2.251 -1.327 4.460 0.091 0.009 0.088 0.388
H -0.812 -0.463 2.634 0.211 -0.023 0.107 0.663
H -3.892 -0.468 -0.029 -0.144 -0.007 -0.165 0.315
H -5.499 -1.288 1.665 -0.106 -0.018 -0.085 0.360
C -4.643 -0.838 -3.035 0.032 -0.021 -0.027 -1.072
C -4.063 -2.183 -2.640 0.560 0.408 0.345 -0.678
S -2.210 -2.007 -2.518 -1.252 -1.449 1.000 0.831
O -1.786 -2.121 -3.901 0.478 0.158 -1.549 -0.699
C -1.885 -3.676 -1.761 0.000 0.646 0.050 -0.597
C -2.354 -3.766 -0.323 -0.013 0.032 0.018 -0.990
H -5.681 -0.933 -3.348 -0.040 0.002 -0.003 0.404
H -4.072 -0.425 -3.865 -0.020 0.104 -0.080 0.326
H -4.604 -0.137 -2.202 -0.015 0.100 0.009 0.131
H -4.235 -2.919 -3.424 0.220 -0.171 0.024 0.525
H -4.462 -2.536 -1.693 -0.062 -0.083 0.124 0.275
H -0.801 -3.776 -1.816 0.056 0.072 -0.142 0.127
H -2.344 -4.429 -2.399 -0.011 0.111 -0.202 0.551
H -2.038 -2.877 0.222 -0.002 0.004 0.174 0.060
H -1.927 -4.640 0.170 0.032 -0.005 -0.012 0.454
H -3.438 -3.851 -0.259 -0.037 0.040 0.077 0.324
C 0.750 1.989 3.574 -0.076 0.017 -0.271 -1.665
C 1.795 1.099 2.951 -0.330 0.178 -0.017 1.084
O 1.735 0.805 1.770 0.111 0.025 0.216 -0.735
C 2.873 0.578 3.810 0.470 -0.375 0.040 0.520
C 3.810 -0.285 3.234 -0.157 0.130 0.081 -0.215
C 4.820 -0.830 4.002 0.042 0.030 -0.099 -0.859
C 4.916 -0.506 5.347 -0.051 0.022 0.082 -0.412
C 3.985 0.342 5.927 0.138 0.008 0.137 -0.802
C 2.971 0.887 5.166 -0.144 0.034 -0.254 -0.297
H -0.025 2.201 2.839 -0.002 -0.018 0.015 0.286
H 1.212 2.924 3.889 0.007 0.080 0.114 0.457
H 0.306 1.512 4.445 -0.028 0.026 0.064 0.509
H 3.729 -0.510 2.180 -0.019 -0.047 -0.057 0.474
H 5.535 -1.498 3.547 0.103 -0.050 -0.018 0.432
H 5.720 -0.903 5.948 0.062 -0.110 0.046 0.408
H 4.052 0.586 6.976 0.053 0.021 0.090 0.394
H 2.266 1.561 5.626 -0.086 0.032 0.056 0.393
```
Forces are in eV/Å.

The orbital gap comes out at 6.2 eV. The value obtained for the LUMO energy is -0.58 eV. As for the energy above the lowest of the compared OMol25 structures with the same formula, charge and spin: 1.529 eV. The value obtained for the electronic energy is -8479.52947 Ha.